Density functional theory data (ωB97M-V with the def2-TZVPD basis set) for a 3-piece molecular cluster, C43H76FN8O5S2 overall.

Its LUMO energy is -2.55 eV. As for the highest occupied orbital energy: -9.769 eV. As for the charge: +1. As for the maximum force: 1.7 eV Å⁻¹.

CARTESIAN COORDINATES (ANGSTROEM)
1 C -2.51 -0.64 1.94
2 C -2.72 0.02 0.97
3 C -2.67 1.06 -0.05
4 C -3.69 2.17 0.41
5 N -4.69 1.57 1.29
6 C -5.97 1.29 0.66
7 N -3.28 0.49 -1.33
8 O -3.20 -0.90 -1.53
9 C -2.75 1.38 -2.43
10 C -3.14 0.88 -3.82
11 N -2.38 -0.27 -4.31
12 C -2.19 -0.27 -5.77
13 C -1.30 1.83 -2.09
14 C -1.36 3.37 -2.22
15 C -1.86 3.92 -3.56
16 C -1.25 5.27 -3.89
17 F -1.98 5.83 -4.93
18 C -0.17 1.10 -2.81
19 N 0.07 1.59 -4.17
20 C 1.13 2.59 -4.22
21 C -1.22 1.45 -0.53
22 N -0.41 0.24 -0.37
23 C -0.60 2.49 0.42
24 C 0.81 2.97 0.02
25 C 1.91 2.70 1.06
26 S 2.30 0.97 1.31
27 C 3.77 0.65 0.38
28 S 4.78 1.85 -0.05
29 N 4.02 -0.71 0.10
30 C 3.87 -1.13 -1.27
31 C 3.59 -0.29 -2.34
32 C 3.45 -0.80 -3.63
33 C 3.58 -2.15 -3.87
34 C 3.89 -3.00 -2.81
35 C 4.03 -2.48 -1.54
36 C 3.35 -1.60 1.04
37 C 4.05 -1.99 2.17
38 C 3.43 -2.85 3.08
39 C 2.15 -3.33 2.86
40 C 1.45 -2.93 1.73
41 C 2.06 -2.07 0.83
42 H -2.43 -1.15 2.87
43 H -4.24 2.61 -0.43
44 H -3.20 2.98 0.95
45 H -4.81 2.16 2.10
46 H -6.38 2.09 0.03
47 H -6.70 1.14 1.45
48 H -5.93 0.35 0.13
49 H -4.28 0.69 -1.35
50 H -4.11 -1.18 -1.72
51 H -3.40 2.24 -2.29
52 H -3.13 1.69 -4.52
53 H -4.21 0.58 -3.75
54 H -2.90 -1.11 -4.10
55 H -1.15 -0.20 -6.05
56 H -2.58 -1.19 -6.21
57 H -2.71 0.55 -6.27
58 H -2.06 3.71 -1.46
59 H -0.41 3.84 -1.99
60 H -2.94 4.11 -3.49
61 H -1.69 3.26 -4.40
62 H -1.36 5.93 -3.03
63 H -0.21 5.20 -4.18
64 H -0.45 0.06 -2.90
65 H 0.76 1.11 -2.25
66 H 0.31 0.82 -4.77
67 H 2.04 2.23 -3.73
68 H 0.83 3.50 -3.70
69 H 1.39 2.83 -5.24
70 H -0.81 -0.58 -0.79
71 H -0.13 0.07 0.58
72 H -0.56 2.06 1.42
73 H -1.25 3.36 0.46
74 H 1.14 2.58 -0.94
75 H 0.78 4.05 -0.08
76 H 2.80 3.27 0.80
77 H 1.58 3.07 2.03
78 H 3.49 0.78 -2.20
79 H 3.24 -0.13 -4.45
80 H 3.45 -2.56 -4.86
81 H 4.01 -4.06 -2.95
82 H 4.25 -3.16 -0.73
83 H 5.05 -1.64 2.35
84 H 3.96 -3.16 3.97
85 H 1.69 -4.02 3.55
86 H 0.46 -3.28 1.50
87 H 1.56 -1.74 -0.07
88 C 4.39 0.96 5.04
89 O 5.66 0.39 4.78
90 C 6.18 0.67 3.49
91 C 7.36 1.62 3.55
92 N 6.94 2.96 3.93
93 C 8.04 3.87 4.26
94 C 8.95 3.52 5.43
95 O 8.34 3.59 6.70
96 C 7.61 2.44 7.09
97 H 4.02 0.52 5.96
98 H 4.45 2.05 5.17
99 H 3.68 0.73 4.23
100 H 5.40 1.06 2.82
101 H 6.52 -0.28 3.07
102 H 7.83 1.66 2.56
103 H 8.08 1.19 4.25
104 H 6.33 2.89 4.74
105 H 7.59 4.84 4.48
106 H 8.66 4.00 3.36
107 H 9.75 4.27 5.45
108 H 9.45 2.55 5.30
109 H 8.05 1.52 6.71
110 H 6.56 2.51 6.78
111 H 7.62 2.40 8.18
112 C -5.44 -7.09 -1.75
113 O -6.58 -6.77 -0.98
114 C -6.42 -6.91 0.42
115 C -6.41 -5.57 1.12
116 N -5.20 -4.81 0.79
117 C -5.24 -3.41 1.21
118 C -6.30 -2.50 0.59
119 O -6.08 -2.26 -0.79
120 C -6.58 -3.26 -1.68
121 H -5.74 -7.13 -2.79
122 H -4.65 -6.33 -1.65
123 H -5.03 -8.07 -1.46
124 H -5.52 -7.49 0.66
125 H -7.28 -7.48 0.79
126 H -6.45 -5.72 2.20
127 H -7.32 -5.04 0.81
128 H -5.05 -4.85 -0.20
129 H -4.27 -2.98 0.95
130 H -5.32 -3.38 2.30
131 H -6.21 -1.53 1.09
132 H -7.32 -2.84 0.77
133 H -7.50 -3.71 -1.30
134 H -5.84 -4.04 -1.86
135 H -6.80 -2.78 -2.63